Here is an isolated molecule of C4H7NO2 in a non-equilibrium geometry from OMol25. Energies are from ωB97M-V with the def2-TZVPD basis set.

Element x y z (Å)
C -1.85 -0.69 -0.23
C -0.40 -0.27 -0.30
C -0.05 1.10 0.20
N 1.39 1.10 0.07
C 2.11 0.03 0.03
O 3.07 -0.55 0.36
O 0.43 -1.17 0.50
H -2.24 -0.59 0.79
H -1.93 -1.75 -0.52
H -2.47 -0.10 -0.90
H 0.02 -0.46 -1.31
H 0.26 -0.87 1.42
H -0.40 1.97 -0.36
H 2.01 1.90 -0.01

Results
F_max ... 0.0274 Eh/bohr
ΔE to the lowest compared entry with this formula, charge and spin ... 4.405 eV
HOMO-LUMO gap (alpha / beta) ... 7.264 / 7.263 eV
LUMO (alpha / beta) ... 0.26 / 0.26 eV

Charge distribution, Mulliken scheme, values in e:
1 C -1.41
2 C 0.39
3 C -0.60
4 N 0.15
5 C 0.37
6 O -0.35
7 O -0.60
8 H 0.32
9 H 0.34
10 H 0.36
11 H 0.24
12 H 0.42
13 H 0.16
14 H 0.21